# 1
ORCA calculation (ωB97M-V/def2-TZVPD) on a structure of composition C41H35BrCoN9O4S in a non-equilibrium geometry.

LUMO (alpha / beta): 1.099 / 1.095 eV
multiplicity: 2
charge: -1
ΔE to the lowest compared entry with this formula, charge and spin: 0.00 kcal/mol
HOMO-LUMO gap (alpha / beta): 0.2397 / 0.2379 hartree
molecular weight: 888.69 g/mol

Positions of all 92 atoms, in Å:
Co: -0.695 -2.046 1.484
Br: -7.438 -0.037 3.377
C: -5.658 -0.710 3.214
C: -4.865 -0.804 4.362
C: -3.571 -1.249 4.253
C: -3.020 -1.612 3.002
O: -1.802 -1.987 2.933
C: -3.872 -1.560 1.849
C: -3.408 -2.009 0.585
N: -2.224 -2.494 0.373
C: -1.847 -2.962 -0.882
C: -2.680 -3.241 -1.955
C: -2.147 -3.695 -3.165
C: -0.800 -3.902 -3.327
C: 0.081 -3.658 -2.255
C: 1.470 -3.894 -2.304
C: 2.223 -3.644 -1.188
C: 1.619 -3.133 -0.034
N: 0.326 -2.898 0.047
C: -0.450 -3.173 -1.036
C: -5.189 -1.083 1.984
H: -5.267 -0.522 5.326
H: -2.924 -1.305 5.118
H: -4.102 -1.910 -0.248
H: -3.749 -3.113 -1.867
H: -2.821 -3.897 -3.989
H: -0.409 -4.260 -4.270
H: 1.923 -4.289 -3.205
H: 3.289 -3.826 -1.187
H: 2.210 -2.912 0.843
H: -5.825 -1.018 1.110
O: -0.522 1.985 0.670
C: -1.094 1.040 0.117
O: -1.046 -0.197 0.380
C: -2.055 1.396 -1.033
C: -2.507 2.705 -1.163
C: -3.440 3.032 -2.136
C: -3.929 2.051 -2.990
C: -3.461 0.748 -2.880
C: -2.523 0.426 -1.910
H: -2.111 3.449 -0.483
H: -3.794 4.051 -2.234
H: -4.672 2.299 -3.738
H: -3.831 -0.018 -3.553
H: -2.139 -0.578 -1.820
C: 5.722 -0.904 -4.934
C: 5.476 0.561 -4.582
N: 4.479 0.726 -3.531
C: 3.186 1.274 -3.908
C: 2.380 0.332 -4.798
C: 4.882 0.476 -2.251
O: 6.024 0.111 -2.002
C: 3.874 0.649 -1.161
C: 4.093 1.551 -0.126
C: 3.183 1.612 0.913
C: 2.095 0.746 0.899
N: 1.895 -0.141 -0.069
C: 2.759 -0.175 -1.073
H: 6.488 -0.981 -5.707
H: 4.808 -1.380 -5.291
H: 6.066 -1.430 -4.046
H: 5.138 1.119 -5.457
H: 6.414 0.994 -4.227
H: 3.348 2.220 -4.437
H: 2.621 1.492 -3.006
H: 2.908 0.126 -5.730
H: 1.420 0.790 -5.041
H: 2.187 -0.611 -4.285
H: 4.963 2.195 -0.152
H: 3.310 2.307 1.732
H: 1.341 0.770 1.673
H: 2.558 -0.911 -1.850
N: -2.493 5.173 5.147
C: -1.239 4.689 5.204
S: -0.038 5.587 5.898
C: -1.026 3.346 4.624
C: -1.915 2.804 3.696
C: -1.695 1.519 3.228
N: -0.670 0.771 3.606
C: 0.199 1.300 4.461
C: 0.063 2.567 5.007
H: -2.677 6.073 5.551
H: -3.263 4.606 4.839
H: -2.747 3.378 3.310
H: -2.381 1.062 2.522
H: 1.040 0.674 4.740
H: 0.781 2.956 5.714
N: 4.069 -0.152 5.304
C: 3.517 -0.693 4.437
N: 2.988 -1.364 3.459
C: 1.821 -1.537 3.005
N: 0.800 -1.823 2.521

# 2
ORCA calculation (ωB97M-V/def2-TZVPD) on a structure of composition C41H35BrN4O2ReS5 in a non-equilibrium geometry.

LUMO (alpha / beta): -6.185 / -7.559 eV
multiplicity: 4
charge: +2
HOMO-LUMO gap (alpha / beta): 0.2344 / 0.1839 hartree
molecular weight: 1042.20 g/mol

Positions of all 89 atoms, in Å:
Re: -0.043 0.040 0.061
C: 2.708 1.044 -2.355
C: 4.013 0.578 -1.731
S: 3.976 -1.188 -1.204
C: 4.703 -1.182 0.479
C: 3.632 -1.013 1.553
S: 2.276 -0.038 0.832
C: 2.803 1.694 1.098
C: 2.235 2.615 0.017
S: 1.339 1.760 -1.325
H: 2.923 1.846 -3.061
H: 2.253 0.223 -2.908
H: 4.782 0.625 -2.504
H: 4.341 1.196 -0.902
H: 5.202 -2.145 0.575
H: 5.460 -0.402 0.515
H: 3.178 -1.958 1.844
H: 3.991 -0.511 2.448
H: 2.444 1.993 2.085
H: 3.892 1.697 1.114
H: 1.475 3.285 0.425
H: 3.003 3.219 -0.466
S: 3.028 -4.578 -1.217
C: 4.049 -5.668 -2.041
C: 3.924 -5.576 -3.399
C: 2.976 -4.624 -3.789
C: 2.381 -3.985 -2.725
C: 1.357 -2.983 -2.750
C: 1.071 -2.267 -1.571
N: 0.218 -1.269 -1.524
C: -0.544 -1.019 -2.614
C: -0.393 -1.720 -3.829
C: -1.300 -1.420 -4.891
C: -2.300 -0.519 -4.731
C: -2.496 0.168 -3.492
C: -3.541 1.059 -3.257
C: -3.660 1.665 -2.004
C: -2.702 1.332 -1.018
N: -1.696 0.513 -1.221
C: -1.582 -0.076 -2.443
C: -4.705 2.599 -1.705
C: -5.762 2.980 -2.514
C: -6.594 3.929 -1.920
C: -6.181 4.270 -0.655
S: -4.772 3.446 -0.175
C: 0.622 -2.678 -3.897
H: 4.668 -6.333 -1.472
H: 4.485 -6.180 -4.088
H: 2.740 -4.413 -4.815
H: 1.555 -2.550 -0.647
H: -1.184 -1.954 -5.821
H: -2.982 -0.312 -5.543
H: -4.244 1.265 -4.047
H: -2.759 1.807 -0.048
H: -5.942 2.583 -3.497
H: -7.464 4.352 -2.392
H: -6.642 4.973 0.012
H: 0.789 -3.218 -4.814
Br: -1.132 -1.769 1.299
O: -1.735 2.950 1.145
C: -1.162 2.333 2.015
N: -1.217 2.548 3.345
C: -0.218 1.798 4.057
C: 0.262 0.870 2.937
O: 1.100 -0.009 3.065
N: -0.283 1.272 1.772
C: 1.024 2.626 4.357
C: 2.055 2.038 5.085
C: 3.202 2.759 5.361
C: 3.329 4.066 4.915
C: 2.308 4.648 4.180
C: 1.162 3.928 3.889
C: -0.728 1.118 5.306
C: -0.969 1.917 6.424
C: -1.406 1.350 7.606
C: -1.595 -0.020 7.687
C: -1.378 -0.813 6.570
C: -0.952 -0.249 5.378
H: -1.841 3.212 3.773
H: 1.952 1.018 5.421
H: 3.994 2.309 5.939
H: 4.220 4.632 5.138
H: 2.395 5.670 3.848
H: 0.377 4.387 3.308
H: -0.804 2.983 6.358
H: -1.580 1.978 8.466
H: -1.911 -0.465 8.617
H: -1.527 -1.880 6.632
H: -0.785 -0.884 4.520

# 3
ORCA calculation (ωB97M-V/def2-TZVPD) on a structure of composition C41H35ClFeNP2 in a non-equilibrium geometry.

LUMO (alpha / beta): 0.405 / -0.195 eV
multiplicity: 6
charge: 0
HOMO-LUMO gap (alpha / beta): 0.2780 / 0.2587 hartree
molecular weight: 694.98 g/mol

Positions of all 81 atoms, in Å:
C: 0.686 1.844 2.029
C: 1.711 1.510 1.082
C: 1.531 2.352 -0.066
H: 2.522 0.808 1.252
C: 0.399 3.190 0.166
C: -0.121 2.886 1.458
H: -0.944 3.400 1.950
H: 0.604 1.438 3.035
H: 2.193 2.393 -0.928
H: 0.031 3.970 -0.498
Fe: -0.271 0.909 0.239
Cl: -0.277 0.376 -1.877
P: 2.443 -0.538 -2.393
C: 3.390 0.564 -3.539
C: 4.772 0.476 -3.778
H: 5.384 -0.252 -3.244
C: 5.379 1.321 -4.715
H: 6.451 1.234 -4.902
C: 4.620 2.269 -5.407
H: 5.096 2.922 -6.141
C: 3.247 2.380 -5.150
H: 2.651 3.121 -5.686
C: 2.637 1.548 -4.212
H: 1.571 1.644 -3.995
C: 3.848 -1.414 -1.573
C: 4.438 -0.747 -0.478
H: 4.060 0.232 -0.176
C: 5.508 -1.323 0.202
H: 5.951 -0.803 1.053
C: 6.017 -2.564 -0.206
H: 6.862 -3.009 0.324
C: 5.439 -3.228 -1.291
H: 5.834 -4.191 -1.619
C: 4.348 -2.667 -1.965
H: 3.899 -3.206 -2.800
C: 1.894 -1.833 -3.585
C: 2.341 -1.957 -4.911
H: 3.047 -1.239 -5.331
C: 1.884 -3.015 -5.707
H: 2.248 -3.111 -6.732
C: 0.971 -3.942 -5.198
H: 0.622 -4.768 -5.821
C: 0.499 -3.803 -3.886
H: -0.219 -4.519 -3.483
C: 0.943 -2.749 -3.091
H: 0.548 -2.616 -2.083
N: -1.534 0.348 1.265
P: -2.811 0.362 2.224
C: -4.338 0.674 1.326
C: -5.564 0.824 1.999
C: -6.719 1.144 1.281
C: -6.656 1.323 -0.105
C: -5.440 1.155 -0.778
C: -4.285 0.810 -0.069
C: -2.944 -1.188 3.139
C: -3.863 -1.349 4.191
C: -3.885 -2.544 4.915
C: -2.981 -3.567 4.609
C: -2.064 -3.403 3.565
C: -2.052 -2.220 2.818
C: -2.682 1.644 3.495
C: -1.772 1.446 4.548
C: -1.574 2.450 5.496
C: -2.311 3.637 5.425
C: -3.237 3.824 4.396
C: -3.411 2.841 3.418
H: -5.616 0.703 3.081
H: -7.666 1.264 1.808
H: -7.557 1.591 -0.661
H: -5.387 1.292 -1.859
H: -3.336 0.658 -0.588
H: -4.546 -0.540 4.456
H: -4.604 -2.671 5.724
H: -2.992 -4.492 5.188
H: -1.352 -4.196 3.330
H: -1.343 -2.074 2.002
H: -1.228 0.501 4.632
H: -0.837 2.299 6.286
H: -2.156 4.418 6.171
H: -3.822 4.744 4.341
H: -4.123 2.999 2.607

# 4
ORCA calculation (ωB97M-V/def2-TZVPD) on a structure of composition C41H35ClLuN2Si2 in a non-equilibrium geometry.

LUMO: -3.811 eV
charge: +1
ΔE to the lowest compared entry with this formula, charge and spin: 17.94 kcal/mol
HOMO-LUMO gap: 0.1544 hartree
molecular weight: 822.34 g/mol

Positions of all 82 atoms, in Å:
C: 1.850 -0.356 -0.353
C: 0.879 -1.402 -0.247
C: 0.547 -1.817 -1.571
H: 0.516 -1.867 0.668
C: 1.293 -1.019 -2.495
C: 2.098 -0.117 -1.734
H: 2.850 0.557 -2.139
H: 2.367 0.121 0.477
H: -0.084 -2.662 -1.825
H: 1.321 -1.150 -3.577
Lu: -0.267 0.460 -1.379
Si: -4.631 -1.520 0.142
C: -4.809 -2.985 1.280
C: -6.084 -3.419 1.687
H: -6.964 -2.838 1.390
C: -6.226 -4.599 2.427
H: -7.225 -4.919 2.737
C: -5.098 -5.362 2.765
H: -5.233 -6.308 3.294
C: -3.822 -4.924 2.404
H: -2.940 -5.521 2.650
C: -3.677 -3.705 1.717
H: -2.665 -3.341 1.506
C: -3.694 -2.040 -1.431
C: -2.801 -3.097 -1.456
H: -2.559 -3.652 -0.555
C: -2.259 -3.559 -2.694
H: -1.827 -4.562 -2.763
C: -1.983 -2.601 -3.715
H: -1.234 -2.763 -4.490
C: -2.799 -1.403 -3.671
H: -2.676 -0.591 -4.380
C: -3.872 -1.385 -2.701
H: -4.653 -0.623 -2.779
H: -3.698 -0.612 0.837
Si: -3.793 -2.936 -4.029
C: -4.386 -3.065 -5.857
C: -4.940 -4.264 -6.322
H: -4.985 -5.126 -5.651
C: -5.468 -4.379 -7.613
H: -5.913 -5.319 -7.941
C: -5.436 -3.272 -8.467
H: -5.836 -3.358 -9.472
C: -4.886 -2.069 -8.020
H: -4.871 -1.209 -8.693
C: -4.359 -1.964 -6.728
H: -3.925 -1.026 -6.392
C: -5.163 -4.020 -3.235
C: -4.888 -5.307 -2.771
H: -3.979 -5.821 -3.094
C: -5.740 -5.912 -1.849
H: -5.461 -6.877 -1.425
C: -6.930 -5.277 -1.477
H: -7.574 -5.736 -0.725
C: -7.279 -4.051 -2.056
H: -8.227 -3.571 -1.798
C: -6.395 -3.425 -2.951
H: -6.673 -2.459 -3.388
H: -5.830 -0.749 0.025
Cl: -2.294 1.217 -2.440
C: 1.239 4.895 -2.022
C: 0.867 3.555 -2.213
N: 0.528 2.737 -1.185
C: 0.511 3.253 0.083
C: 0.905 4.601 0.350
C: 1.270 5.418 -0.737
C: 0.917 5.051 1.706
C: 0.541 4.227 2.739
C: 0.073 2.896 2.510
C: -0.362 2.045 3.542
C: -0.848 0.786 3.230
C: -0.892 0.378 1.893
N: -0.470 1.170 0.877
C: 0.034 2.410 1.173
H: 1.491 5.505 -2.886
H: 0.824 3.120 -3.218
H: 1.562 6.451 -0.550
H: 1.245 6.073 1.903
H: 0.576 4.583 3.769
H: -0.314 2.402 4.568
H: -1.204 0.101 3.999
H: -1.280 -0.605 1.609